(1)
Below is C18H23N3O5S in the gas phase at a distorted geometry, with properties calculated with wB97M-V/def2-TZVPD.

Results
**E_tot**: -1638.397338 hartree
**ΔE to the lowest compared entry with this formula, charge and spin**: 90.0 kJ/mol
**Net charge**: 0
**2S+1**: 1
**Highest occupied orbital energy**: -8.72 eV
**Maximum force**: 3.0 eV/Å
**HOMO-LUMO gap**: 8.70 eV

Structure (XYZ):
```
50
Properties=species:S:1:pos:R:3:lowdin_charge:R:1
O 4.42734 -3.37372 0.28362 0.05
O -1.68369 -0.70742 0.29866 0.03
O -2.86941 2.38723 3.06016 0.04
N 0.35320 -1.34467 3.62537 0.11
O 3.02580 -3.65831 -1.52245 -0.01
O -1.64961 2.44443 -1.77040 -0.09
S 2.50762 -2.44750 2.19307 1.15
C 3.33495 -3.21568 -0.28030 -0.48
C -1.04066 -0.97528 1.31954 -0.34
C -2.83988 1.55421 2.16167 -0.45
C -0.83313 -0.79741 3.69705 -0.28
C 0.91110 -1.78841 2.43566 -0.49
C 2.27186 -2.56602 0.47708 -0.39
C 0.24618 -1.61380 1.25931 -0.11
C 1.03905 -2.06679 0.08264 -0.16
N -1.58415 -0.57151 2.54083 0.09
N -2.54659 1.90768 0.87879 0.08
C -1.30554 -0.29593 5.03244 0.01
C 0.61099 -1.96301 -1.37785 -0.02
C -2.93963 0.09094 2.52205 -0.01
C 3.72589 -4.16925 -3.84696 -0.06
C 4.09280 -4.12408 -2.34291 -0.22
C -0.84904 2.91611 -2.85532 -0.17
C -2.30609 3.24303 0.42353 -0.14
C -0.39919 4.35422 -2.51346 -0.16
C -1.11740 4.64995 -1.21384 -0.14
C -1.28432 3.23789 -0.65514 -0.36
H -2.22820 1.10149 0.27682 0.13
H -2.10124 -0.92351 5.36446 0.08
H -1.64960 0.74609 4.92054 0.09
H -0.50843 -0.30108 5.74812 0.08
H 1.47249 -1.72356 -2.00736 0.07
H 0.11203 -2.88285 -1.67816 0.09
H -0.09196 -1.11158 -1.56305 0.08
H -3.60756 -0.43637 1.83279 0.14
H -3.42635 -0.00776 3.47255 0.12
H 4.64410 -4.22873 -4.47486 0.09
H 3.07272 -5.01284 -4.02254 0.07
H 3.20780 -3.24788 -4.10069 0.07
H 4.94756 -3.41677 -2.29827 0.13
H 4.40838 -5.11656 -1.98013 0.13
H -1.40082 2.92422 -3.79846 0.12
H 0.02789 2.28362 -2.97982 0.11
H -3.24769 3.61624 0.03665 0.14
H -2.00760 3.90461 1.22805 0.13
H -0.68211 5.06451 -3.30117 0.11
H 0.66417 4.40018 -2.41343 0.10
H -2.07656 5.12029 -1.41557 0.12
H -0.52708 5.29104 -0.52957 0.13
H -0.30045 2.85034 -0.22973 0.18
```


(2)
Below is a molecular structure, C27H58N4O4Si2Ti, with properties calculated with wB97M-V/def2-TZVPD.

Results
**E_tot**: -3011.960697 hartree
**ΔE to the lowest compared entry with this formula, charge and spin**: 5.8 kJ/mol
**Net charge**: +1
**2S+1**: 2
**Highest occupied orbital energy (alpha / beta)**: -11.73 / -11.73 eV
**<S²>**: 0.756
**Maximum force**: 0.5 eV/Å
**HOMO-LUMO gap (alpha / beta)**: 8.59 / 8.87 eV

Structure (XYZ):
```
96
Properties=species:S:1:pos:R:3:lowdin_charge:R:1
Ti -0.22617 -0.39164 -0.08612 1.04
C 3.90486 1.21984 -2.26257 -0.03
C 3.16071 0.81656 -0.98473 -0.29
C 3.50374 1.84036 0.09345 -0.09
C 3.45241 1.41214 1.56807 -0.49
C 3.83336 2.61656 2.41933 -0.01
C 4.33132 0.20801 1.88016 0.00
N 2.01207 1.03817 1.82774 0.07
C 1.56034 0.82129 3.23042 -0.09
C 0.03457 0.66314 3.28185 -0.15
N -0.60373 1.58872 2.34991 -0.13
C -0.30690 2.99436 2.71844 -0.07
C 0.17749 3.83722 1.53058 -0.64
O -0.19540 4.98755 1.42055 0.07
O 0.94934 3.17686 0.73693 -0.11
C -2.06494 1.46500 2.17747 -0.33
C -2.53457 0.03084 2.06048 -0.04
C -2.56298 2.38478 1.04665 -0.07
C -2.28718 2.13550 -0.46515 -0.50
C -3.31698 1.17902 -1.06000 -0.02
C -2.45001 3.51022 -1.12979 -0.02
N -0.89486 1.61150 -0.68606 -0.06
C -0.42789 1.59796 -2.09097 -0.16
C 1.09389 1.61157 -2.12745 -0.13
N 1.68594 0.54727 -1.28254 -0.14
C 1.69324 -0.79832 -1.87675 -0.11
C 1.93051 -1.80480 -0.72470 -0.60
O 2.51440 -2.84351 -0.86569 0.13
O 1.37573 -1.40413 0.41330 -0.20
H 4.97574 1.10863 -2.10096 0.10
H 3.71702 2.26470 -2.51083 0.10
H 3.64379 0.61102 -3.12623 0.08
H 3.55466 -0.15114 -0.66799 0.13
H 2.91299 2.74682 -0.03454 0.11
H 4.54344 2.12291 -0.08453 0.14
H 4.82429 2.95481 2.11824 0.10
H 3.88822 2.37460 3.47994 0.09
H 3.13782 3.44257 2.26314 0.10
H 5.35541 0.41187 1.56780 0.11
H 3.99401 -0.69720 1.37278 0.09
H 4.35341 0.00589 2.95146 0.09
H 1.85249 0.16682 1.30167 0.10
H 1.44139 1.84597 1.36758 0.10
H 1.88907 1.67203 3.81931 0.11
H 2.04366 -0.07073 3.62726 0.14
H -0.28938 0.80063 4.32400 0.15
H -0.21294 -0.36138 3.00410 0.08
H 0.48395 3.03327 3.46875 0.13
H -1.17645 3.47103 3.17448 0.14
H -2.54902 1.86159 3.08452 0.15
H -1.95693 -0.58089 1.35336 0.02
H -3.56741 -0.00897 1.71974 0.10
H -2.46884 -0.50363 3.00728 0.10
H -2.23334 3.39835 1.27754 0.11
H -3.65156 2.41964 1.14274 0.14
H -4.30629 1.63262 -1.00027 0.11
H -3.36284 0.22817 -0.53135 0.06
H -3.11521 0.97997 -2.11252 0.08
H -3.37123 3.97039 -0.77162 0.10
H -2.53447 3.44575 -2.21400 0.09
H -1.62403 4.17280 -0.86133 0.10
H -0.25918 2.25655 -0.18164 0.08
H -0.79047 2.45752 -2.65628 0.13
H -0.82318 0.70968 -2.58646 0.08
H 1.43888 2.56307 -1.72018 0.13
H 1.42992 1.53880 -3.16566 0.14
H 2.46323 -0.94473 -2.63569 0.14
H 0.73952 -1.02142 -2.37426 0.08
C -0.64731 -3.03764 2.15890 -0.17
Si -1.46895 -3.36347 0.49407 0.44
C -3.30047 -3.57470 0.84356 -0.16
C -0.66069 -4.94417 -0.08912 -0.17
C -1.32717 -1.96011 -0.81596 -0.43
Si -1.43905 -2.68402 -2.57577 0.43
C 0.00025 -3.76955 -3.08192 -0.15
C -3.02687 -3.66841 -2.73181 -0.17
C -1.56056 -1.33195 -3.88605 -0.17
H -0.96023 -3.85000 2.82077 0.05
H -0.96021 -2.11932 2.65186 -0.01
H 0.43988 -3.05359 2.09594 0.04
H -3.48878 -4.51022 1.37363 0.05
H -3.91062 -3.57468 -0.05908 0.02
H -3.65783 -2.76736 1.48921 0.03
H -0.71544 -5.65946 0.73591 0.05
H 0.39578 -4.78993 -0.31686 0.04
H -1.14032 -5.40713 -0.95000 0.02
H -2.30318 -1.43604 -0.74489 0.00
H 0.03440 -4.71515 -2.54611 0.02
H 0.98751 -3.31768 -2.98892 0.03
H -0.14581 -4.00314 -4.14096 0.05
H -3.07102 -4.52586 -2.06072 0.03
H -3.11439 -4.04649 -3.75273 0.04
H -3.90425 -3.04680 -2.53975 0.04
H -0.60859 -0.84579 -4.10921 0.03
H -2.30117 -0.56355 -3.66216 0.02
H -1.87731 -1.81422 -4.81398 0.05
```


(3)
Below is 2 unconnected molecules or ions with the total composition C4H11N2S at a distorted geometry, with properties calculated with wB97M-V/def2-TZVPD.

Results
**E_tot**: -666.683295 hartree
**ΔE to the lowest compared entry with this formula, charge and spin**: 166.1 kJ/mol
**Net charge**: -1
**2S+1**: 1
**Highest occupied orbital energy**: -2.53 eV
**Maximum force**: 2.6 eV/Å
**HOMO-LUMO gap**: 6.28 eV

Structure (XYZ):
```
18
Properties=species:S:1:pos:R:3:lowdin_charge:R:1
C 1.67868 -2.18662 1.40603 -0.44
C 0.27909 -1.70682 1.10398 -0.79
S -0.01464 -1.20094 -0.60888 0.27
N 2.76301 -1.24307 1.04039 -0.07
H 1.78977 -3.11975 0.86222 0.07
H 1.75331 -2.49789 2.48399 0.10
H 0.10177 -0.80244 1.82235 0.06
H -0.44906 -2.43716 1.46185 0.02
H 2.76707 -0.39691 1.64260 0.05
H 2.51329 -0.89153 0.08299 0.01
C -1.78977 1.20823 -0.88571 -0.25
C -1.58801 3.18491 -2.02473 -0.12
N -2.33186 2.51479 -1.25438 -0.09
H -1.65744 1.19188 0.15561 0.04
H -0.85107 0.98568 -1.41808 -0.03
H -2.51989 0.45749 -1.13863 0.05
H -1.75749 4.20261 -2.20067 0.02
H -0.68676 2.73753 -2.53093 0.08
```


(4)
Below is C3H8N4O in the gas phase at a distorted geometry, with properties calculated with wB97M-V/def2-TZVPD.

Results
**E_tot**: -413.151122 hartree
**ΔE to the lowest compared entry with this formula, charge and spin**: 695.6 kJ/mol
**Net charge**: 0
**2S+1**: 1
**Highest occupied orbital energy**: -8.58 eV
**Maximum force**: 7.8 eV/Å
**HOMO-LUMO gap**: 9.36 eV

Structure (XYZ):
```
16
Properties=species:S:1:pos:R:3:lowdin_charge:R:1
C -0.14558 -2.33717 0.89306 -0.11
C -0.42627 -0.24546 -0.25693 -0.49
C -0.73196 1.87471 0.63749 -0.15
H 0.06523 -3.07403 -0.07036 0.14
H -0.76643 -2.93954 1.51724 0.07
H 0.75503 -2.14030 1.45981 0.09
H -2.18054 0.81213 -0.34020 0.05
H -1.65862 2.63412 0.99907 0.16
H 1.06996 2.60739 1.32642 0.04
H 1.99170 -0.83138 -2.11097 0.13
H 1.33777 0.82816 -2.25274 0.11
N -1.26831 0.93968 -0.31020 0.08
N 0.73258 1.81361 0.67430 0.04
N 0.73751 -0.56759 -0.62886 -0.02
N 1.80270 0.13722 -1.43247 -0.06
O -0.85283 -1.23868 0.46383 -0.08
```


(5)
Below is C3H4N2O3 in the gas phase at a distorted geometry, with properties calculated with wB97M-V/def2-TZVPD.

Results
**E_tot**: -451.823224 hartree
**ΔE to the lowest compared entry with this formula, charge and spin**: 411.0 kJ/mol
**Net charge**: 0
**2S+1**: 1
**Highest occupied orbital energy**: -9.77 eV
**Maximum force**: 5.5 eV/Å
**HOMO-LUMO gap**: 10.30 eV

Structure (XYZ):
```
12
Properties=species:S:1:pos:R:3:lowdin_charge:R:1
C 2.44389 -0.17186 -0.08859 -0.33
C 0.27281 0.36769 -0.34600 -0.33
C -1.65177 -0.72405 0.01456 -0.24
H 2.18244 -1.32711 -0.00358 0.16
H -0.65065 2.12988 0.46595 0.11
H -2.36755 -0.90215 -0.92034 0.17
H -2.10020 -1.46443 0.76063 0.16
N 1.46847 0.87275 -0.40147 0.16
N -0.84125 1.36963 -0.12744 0.12
O 3.49393 0.09810 0.40035 0.05
O -1.94255 0.57732 0.43517 -0.09
O -0.30756 -0.82575 -0.18925 0.06
```